# 1
13
Properties=species:S:1:pos:R:3:forces:R:3:mulliken_charge:R:1 method="wB97M-V/def2-TZVPD" gap_ev=8.27 smiles="CN(S)/C=N/C=S" energy_ev=-27857.63923 e_above_lowest_kj_mol=140.6 homo_ev=-8.37
C 0.5874 -1.2827 -1.1390 0.8 0.7 -1.2 -0.8314
C -0.2528 0.5866 0.2192 0.9 -1.2 -0.4 0.1504
C 0.5148 1.1627 2.2502 -0.4 0.5 0.1 -0.0465
H 1.0783 -1.1726 -2.1413 -0.5 -0.2 0.9 0.2707
H 1.3420 -1.3021 -0.3742 0.3 0.2 0.3 0.3736
H 0.0574 -2.2051 -1.0809 -0.6 -0.7 -0.1 0.3088
H -2.4118 -0.6222 -1.8220 0.0 0.0 0.1 0.1443
H -0.9462 1.3875 0.2397 -0.8 0.9 0.1 0.3396
H -0.2611 1.9657 2.1743 0.5 -0.4 0.2 0.1845
N -0.2998 -0.1482 -0.9281 -0.2 0.3 0.3 -0.0927
N 0.5785 0.3212 1.1672 -0.1 -0.1 -0.2 -0.3820
S -1.4369 0.2532 -2.1332 0.2 0.0 0.1 -0.1482
S 1.4502 1.0560 3.5681 -0.1 0.0 -0.2 -0.2710

---

# 2
22
Properties=species:S:1:pos:R:3:forces:R:3:mulliken_charge:R:1 method="wB97M-V/def2-TZVPD" gap_ev=11.68 smiles=CCC[NH2+]CCN energy_ev=-8401.97357 total_charge=+1 e_above_lowest_kj_mol=67.8 homo_ev=-14.47
N -2.2110 0.9919 -1.3877 -0.5 0.9 0.7 -0.6039
C -1.6712 1.8980 -0.3129 -0.6 0.1 -0.6 -0.6759
C -0.1722 1.7179 -0.2970 0.2 -2.1 -0.5 -0.4081
N 0.1000 0.1873 -0.1167 0.6 0.5 -0.1 -0.1910
C 1.1404 -0.1548 0.9027 0.2 0.9 0.8 -0.7797
C 1.1514 -1.6071 1.2529 0.0 -1.3 -0.8 -0.4722
C 1.3985 -2.4927 0.0028 0.3 0.6 0.1 -1.1377
H -0.7391 -0.3271 0.1076 -0.7 0.0 0.0 0.3915
H -2.3443 1.6143 -2.1732 0.5 -0.2 -0.7 0.2603
H -3.1982 0.8324 -1.1834 0.2 -0.5 0.3 0.2462
H -2.1570 1.6858 0.6404 0.2 -0.1 0.1 0.3723
H -1.9091 2.9304 -0.5780 0.2 0.1 0.4 0.4534
H 0.4726 2.1796 0.4403 -0.4 0.5 0.1 0.3830
H 0.1933 1.8600 -1.3114 0.2 0.6 0.1 0.2602
H 0.3721 -0.1616 -1.0272 0.0 -0.3 -0.2 0.3872
H 2.1147 0.1948 0.5576 -0.1 0.0 -0.2 0.3967
H 0.8661 0.4377 1.7805 0.1 0.0 0.0 0.4450
H 1.9263 -1.8330 1.9816 0.0 0.4 0.2 0.3550
H 0.1819 -1.8642 1.6928 0.2 -0.1 0.2 0.3275
H 2.1208 -2.0144 -0.6714 -0.3 0.2 -0.1 0.3285
H 1.9115 -3.4271 0.2120 -0.5 -0.3 0.3 0.3469
H 0.4524 -2.6480 -0.5123 0.2 -0.3 -0.3 0.3148

---

# 3
12
Properties=species:S:1:pos:R:3:forces:R:3:mulliken_charge:R:1 method="wB97M-V/def2-TZVPD" gap_ev=11.91 energy_ev=-5750.24614 e_above_lowest_kj_mol=113.0 homo_ev=-11.03
C 1.2035 -0.5639 0.2849 -0.2 -1.1 0.2 -1.2874
C -0.0092 -0.0148 -0.4565 1.0 1.1 1.4 0.4712
C -1.3130 -0.1349 0.3136 -0.1 -0.4 0.1 -1.2593
C 0.2937 2.4497 -1.1281 0.3 -1.7 1.5 -0.1316
N 0.3267 1.4212 -0.5236 -1.1 1.6 -2.8 -0.1250
H 1.0539 -1.6368 0.4452 0.2 0.0 0.1 0.3613
H 2.1246 -0.4245 -0.2891 -0.2 0.0 0.0 0.3369
H 1.3239 -0.0799 1.2604 -0.1 0.0 -0.2 0.3458
H -0.0914 -0.4877 -1.4353 0.1 0.5 -0.2 0.2812
H -1.5115 -1.1950 0.5060 -0.1 0.1 0.0 0.3380
H -1.2491 0.3863 1.2749 0.0 -0.1 -0.2 0.3405
H -2.1521 0.2804 -0.2524 0.2 0.0 0.1 0.3284

---

# 4
29
Properties=species:S:1:pos:R:3:forces:R:3:mulliken_charge:R:1 method="wB97M-V/def2-TZVPD" multiplicity=2 gap_ev="9.61 / 5.79" energy_ev=-17628.94615 total_charge=+2 homo_ev="-17.25 / -17.25"
C -1.0642 -0.7741 0.8573 1.4 -0.3 2.3 -0.0767
C -1.5765 -0.7967 -0.4072 -2.3 0.2 -2.6 -0.5096
N -0.7036 -1.0737 -1.5629 -2.3 1.9 1.8 -0.1450
N -1.7660 -0.8134 1.9864 0.8 0.7 -1.6 -0.1919
H 0.0458 -0.7662 1.0176 -0.9 -0.2 -0.3 0.5566
H -2.6663 -0.6619 -0.7139 1.5 -0.2 0.8 0.5318
H 0.1914 -1.3172 -1.1409 0.9 -0.8 -1.3 0.4157
H -1.2707 -1.7020 -2.1391 1.0 -0.7 -0.2 0.3736
H -0.6170 -0.1974 -2.0813 0.1 0.4 -0.3 0.3612
H -2.7890 -0.6970 1.9647 0.5 -0.3 0.6 0.2950
H -1.1696 -0.8072 2.8226 -0.9 0.0 0.2 0.3288
H 2.6531 0.7950 0.9787 0.4 0.2 -0.7 0.3990
H 1.5554 1.4264 0.2806 0.3 -0.1 -0.4 0.3757
O 2.4353 1.0824 0.0612 0.0 -0.9 0.9 -0.6533
H 1.8047 0.7188 3.4869 -0.3 0.5 0.6 0.2998
H 0.7642 1.1373 2.3230 -0.2 1.2 0.6 0.2928
O 1.5114 0.6198 2.5868 0.4 -1.7 -0.8 -0.6281
H 2.4563 -0.2544 -1.2593 0.0 0.4 0.0 0.3517
H 1.9189 -0.0170 -2.6963 0.4 0.1 -0.2 0.3161
O 1.8408 -0.5889 -1.9326 -0.4 -0.6 0.1 -0.7112
H -2.8123 1.6944 -1.5219 -0.4 -0.5 -0.6 0.3199
H -1.7895 2.4396 -2.1763 0.3 -0.1 -0.9 0.3559
O -2.2350 1.5828 -2.3023 0.1 0.5 1.6 -0.6356
H -0.5652 -3.7653 0.1345 -0.1 -0.2 0.4 0.2915
H 0.3031 -3.7560 -1.0763 0.2 0.4 0.3 0.3039
O -0.0657 -3.1482 -0.4051 0.0 -1.0 -0.4 -0.5797
H 1.0927 3.5612 1.6740 0.2 0.6 0.4 0.3123
H 1.5645 3.1496 0.2634 0.1 0.4 0.3 0.3255
O 0.9531 2.9291 0.9778 -0.8 -0.1 -0.5 -0.6757

---

# 5
58
Properties=species:S:1:pos:R:3:forces:R:3:mulliken_charge:R:1 method="wB97M-V/def2-TZVPD" gap_ev=9.71 energy_ev=-52412.61835 total_charge=-1 e_above_lowest_kj_mol=193.6 homo_ev=-8.35
O 23.1254 -6.4654 6.9928 -0.6 1.0 -0.2 -0.5170
C 22.4910 -5.7346 6.2523 2.1 -1.8 0.2 0.4713
O 22.0235 -6.1313 5.1043 -0.8 0.2 -0.7 -0.5813
B 21.1425 -5.0639 4.5657 -0.4 -1.0 -0.4 0.9798
O 21.3626 -3.9350 5.4095 2.2 1.5 2.4 -0.1937
C 22.2107 -4.2579 6.3998 -1.1 2.5 3.2 0.4081
O 22.4989 -3.5661 7.4193 -0.8 -2.0 -4.0 -0.5538
O 19.7310 -5.3868 4.7218 -0.5 -0.6 -0.6 -0.5550
C 19.0919 -5.0757 3.6016 0.8 0.6 0.6 0.5292
O 17.9074 -5.0310 3.5000 -0.5 -0.3 -0.6 -0.6755
C 20.1590 -4.6262 2.5439 -1.0 0.0 -1.1 0.5784
O 21.3448 -4.7204 3.1698 -0.5 0.2 -1.3 -0.5491
O 19.8574 -4.2864 1.4113 1.5 -0.6 2.7 -0.6709
O 16.6291 -2.6253 2.2188 -0.1 0.5 0.3 -0.6142
H 16.3761 -2.2409 1.3794 0.0 0.0 -0.2 0.2704
H 16.8958 -3.5188 2.0029 0.0 -0.5 -0.1 0.3434
O 21.4075 -8.7335 9.3471 -0.3 0.0 0.2 -0.6393
H 21.8329 -8.3663 8.5722 0.2 0.2 -0.2 0.3299
H 21.8073 -9.5966 9.4541 0.1 -0.2 0.0 0.3019
O 26.0520 -3.2938 7.2123 0.2 0.2 -0.3 -0.6736
H 26.1906 -4.2392 7.2685 0.0 -0.3 0.1 0.3121
H 25.2147 -3.1473 7.6524 -0.3 0.0 0.2 0.3355
O 15.7328 -5.5521 1.2788 0.3 0.2 -0.8 -0.5746
H 15.6042 -5.7416 2.2082 -0.2 -0.3 0.4 0.4037
H 14.8469 -5.4789 0.9239 -0.1 0.1 -0.1 0.2943
O 18.5329 -5.7985 7.9415 0.2 -0.1 0.3 -0.6112
H 17.9615 -5.0503 8.1148 -0.2 0.1 0.0 0.2851
H 18.3563 -6.0292 7.0295 0.0 0.0 -0.4 0.3146
O 18.2828 -4.0396 -0.7932 -0.3 0.3 -0.7 -0.6698
H 18.8895 -3.8781 -0.0707 0.1 -0.1 0.3 0.5638
H 18.0941 -4.9767 -0.7432 -0.1 -0.2 0.1 0.2655
O 25.9389 -7.2896 8.4592 0.2 0.1 0.2 -0.6113
H 25.3610 -7.0317 7.7410 -0.4 0.1 -0.1 0.3026
H 26.5454 -7.9170 8.0658 0.1 -0.2 -0.1 0.2956
O 22.5557 -3.9592 0.0840 0.2 -0.3 -0.2 -0.5891
H 21.9988 -3.2015 -0.0949 -0.3 0.1 0.1 0.3012
H 23.4037 -3.5832 0.3203 0.2 0.1 0.1 0.2973
O 23.5961 -5.1688 10.0938 0.2 0.1 0.1 -0.5342
H 22.7640 -5.2638 9.6303 -0.1 0.0 -0.3 0.2457
H 23.4913 -5.6962 10.8857 0.0 -0.2 0.2 0.2676
O 22.3537 -1.8492 3.4038 0.3 0.0 -0.8 -0.7331
H 22.0784 -1.3596 4.1789 -0.2 0.2 0.5 0.4320
H 22.0908 -2.7517 3.5840 0.0 -0.1 -0.1 0.4358
O 15.6188 -6.4093 3.8488 -0.5 -0.3 0.4 -0.7329
H 15.5620 -7.1774 4.4171 -0.2 -0.2 0.0 0.3147
H 16.5514 -6.1946 3.8280 0.6 0.5 0.1 0.4240
O 23.8477 -9.3954 5.8560 0.3 -0.3 0.0 -0.6698
H 23.0446 -9.8815 5.6687 -0.2 -0.1 -0.1 0.2988
H 23.5482 -8.5143 6.0798 -0.1 0.5 0.1 0.3644
O 19.4389 -2.4869 7.8102 -0.1 0.3 0.0 -0.5616
H 18.8446 -3.0027 8.3553 0.0 0.0 0.2 0.2514
H 20.0232 -3.1334 7.4141 0.1 -0.2 -0.2 0.2829
O 22.0212 -2.3875 10.0734 0.0 0.4 0.3 -0.5986
H 21.9993 -2.7238 9.1775 0.1 -0.1 -0.3 0.3503
H 21.4336 -2.9649 10.5609 -0.1 -0.1 0.1 0.2959
O 22.1963 -0.8141 5.9660 -0.2 0.5 -0.1 -0.6936
H 23.1518 -0.7999 5.9102 0.3 0.0 0.0 0.3389
H 22.0047 -1.4727 6.6336 -0.1 -0.3 0.3 0.3169